Entry 1:
Density functional theory data (the ωB97M-V functional and the def2-TZVPD basis) for a 2-piece molecular cluster, C5H7Cl2NSi overall at a distorted geometry.

```
16
Properties=species:S:1:pos:R:3
C 0.2580 -2.3810 -0.3248
C 1.0833 -1.2009 -0.4633
C -1.0032 -1.9620 -0.0486
C 0.3023 -0.1328 -0.1883
C 1.8134 2.5500 0.4630
N -0.9839 -0.5832 -0.0285
Si -2.2181 0.4040 0.5759
Cl -3.9714 -0.5715 0.1566
Cl -1.9985 2.2178 -0.5827
H 0.4699 -3.4491 -0.4492
H 2.1417 -1.0330 -0.6639
H -1.7758 -2.6573 0.0847
H 0.5633 1.0118 -0.0859
H 1.1591 3.1763 0.9476
H 2.4857 1.9984 1.1596
H 1.6742 2.6126 -0.5521
```

* ΔE to the lowest compared entry with this formula, charge and spin: 25.1 kcal/mol
* Kohn-Sham gap (spin up / spin down): 8.4440 / 6.9728 eV
* DFT total energy: -1459.31431 Eh
* max |F|: 2.97 eV/A
* HOMO level (spin up / spin down): -8.6 / -8.9 eV

natural (NBO) population analysis, charges in e, atoms 1 to 5: C -0.270; C -0.286; C -0.081; C -0.067; C -0.514

Entry 2:
Density functional theory data (the ωB97M-V functional and the def2-TZVPD basis) for C5H7ClFInO2P as an isolated structure at a distorted geometry.

```
18
Properties=species:S:1:pos:R:3
C -1.2659 -3.1514 0.0298
C -0.3554 -2.5656 -0.4939
C 0.8144 -1.7931 -0.9353
In 0.9777 0.0185 0.4175
C -0.9964 0.6032 1.3121
C -2.0237 0.6942 0.1982
O -1.8959 0.2934 -0.8980
F -3.2152 1.2868 0.5929
P 1.9728 1.8788 -1.0708
O 2.2584 3.2247 -0.0916
Cl 0.4359 2.3000 -2.4596
H -1.9869 -3.4907 0.7346
H 0.6700 -1.4736 -1.9710
H 1.7222 -2.3886 -0.8048
H 2.0738 -0.3350 1.8001
H -0.9461 1.5480 1.8694
H -1.4066 -0.1414 2.0125
H 3.1668 3.4917 -0.2421
```

* net charge: -1
* Kohn-Sham gap: 7.0619 eV
* DFT total energy: -1436.74785 Eh
* max |F|: 1.99 eV/A
* HOMO level: -4.1 eV

Löwdin population analysis, charges in e, atoms 1 to 5: C 0.035; C -0.301; C -0.305; In 0.455; C -0.218

Entry 3:
Density functional theory data (the ωB97M-V functional and the def2-TZVPD basis) for a 2-piece molecular cluster, C5H7ClN2S overall at a distorted geometry.

```
16
Properties=species:S:1:pos:R:3
C 1.5845 0.2622 0.0382
C 0.7972 -0.4815 0.8764
C 1.1707 1.3315 -0.9095
C -2.1072 -0.7314 -0.5636
C -1.8585 -0.3140 0.8337
N 2.8844 -0.0739 0.1832
N 3.1332 -0.9756 1.0315
S 1.7616 -1.5451 1.7832
Cl -2.1369 1.2874 1.2839
H 0.2124 1.0962 -1.3644
H 1.0762 2.2801 -0.3809
H 1.9257 1.4391 -1.6823
H -3.1513 -1.0399 -0.6820
H -1.4832 -1.5835 -0.8226
H -1.9179 0.0830 -1.2579
H -1.8909 -1.0346 1.6333
```

* ΔE to the lowest compared entry with this formula, charge and spin: 63.5 kcal/mol
* Kohn-Sham gap (spin up / spin down): 8.6347 / 7.4334 eV
* DFT total energy: -1162.45020 Eh
* max |F|: 2.32 eV/A
* HOMO level (spin up / spin down): -9.3 / -8.8 eV

natural (NBO) population analysis, charges in e, atoms 1 to 5: C -0.046; C -0.261; C -0.628; C -0.699; C -0.054

Entry 4:
Density functional theory data (the ωB97M-V functional and the def2-TZVPD basis) for one molecule with the formula C5H7ClO at a distorted geometry.

```
14
Properties=species:S:1:pos:R:3
C 1.6630 1.3080 -0.3450
O 1.3227 -0.0426 -0.1373
C 0.1775 -0.2774 0.5463
C -0.2860 -1.6799 0.2811
C -1.4374 -1.3814 -0.2208
C -1.3254 0.1048 -0.2081
Cl -2.4606 0.8750 0.8363
H 1.8960 1.7696 0.7501
H 0.7594 1.7712 -0.7933
H 2.5734 1.3977 -0.9177
H 0.2653 0.0156 1.5926
H 0.2931 -2.5905 0.4431
H -2.3212 -1.8851 -0.5958
H -1.1199 0.6149 -1.2314
```

* ΔE to the lowest compared entry with this formula, charge and spin: 52.6 kcal/mol
* SMILES: CO[C@@H]1C=C[C@H]1Cl
* Kohn-Sham gap: 10.4515 eV
* DFT total energy: -730.04990 Eh
* max |F|: 3.46 eV/A
* HOMO level: -9.5 eV

natural (NBO) population analysis, charges in e, atoms 1 to 5: C -0.244; O -0.532; C 0.104; C -0.176; C -0.192

Entry 5:
Density functional theory data (the ωB97M-V functional and the def2-TZVPD basis) for C5H7CoO3 as an isolated structure at a distorted geometry.

```
16
Properties=species:S:1:pos:R:3
O -1.5457 0.0132 0.1442
Co -2.9411 -0.9445 1.1762
O -1.1301 -1.4500 1.6603
C -0.6116 -0.5696 0.9441
O 0.5967 -0.2579 0.7910
C -1.1759 0.9295 -0.9464
C -2.3524 1.1680 -1.7990
H -0.7963 1.8473 -0.4837
H -0.3583 0.4335 -1.4933
H -2.4604 2.1263 -2.3050
H -2.9893 0.3332 -2.0943
C 2.2416 -1.2708 0.6029
C 3.3475 -0.6662 1.0558
H 4.1342 -1.3191 1.4628
H 3.1417 0.2098 1.6986
H 2.8993 -0.5827 -0.4141
```

* ΔE to the lowest compared entry with this formula, charge and spin: 55.4 kcal/mol
* net charge: +3
* 2S+1: 6
* Kohn-Sham gap (spin up / spin down): 4.5120 / 6.2401 eV
* DFT total energy: -1801.54443 Eh
* max |F|: 3.01 eV/A
* HOMO level (spin up / spin down): -19.5 / -24.0 eV

Löwdin population analysis, charges in e, atoms 1 to 5: O -0.074; Co 1.485; O 0.110; C -0.564; O 0.164

Entry 6:
Density functional theory data (the ωB97M-V functional and the def2-TZVPD basis) for one molecule with the formula C5H7F at a distorted geometry.

```
13
Properties=species:S:1:pos:R:3
C 1.9966 0.5510 0.9579
C 1.2300 0.5896 -0.1558
C 0.1960 -0.5362 -0.2449
F 0.0414 -0.9841 -1.5599
C -1.1951 0.0863 0.0240
C -2.2705 -0.3564 -0.4806
H 2.9045 1.2157 1.1542
H 1.8065 -0.1965 1.7143
H 1.3928 1.2462 -1.0001
H 0.5606 -1.3902 0.3856
H -1.2012 0.8672 0.7284
H -2.2168 -1.2346 -1.2238
H -3.2446 0.1420 -0.2994
```

* ΔE to the lowest compared entry with this formula, charge and spin: 32.4 kcal/mol
* SMILES: C=CC(F)C=C
* Kohn-Sham gap: 11.2596 eV
* DFT total energy: -294.50196 Eh
* max |F|: 5.18 eV/A
* HOMO level: -10.1 eV

natural (NBO) population analysis, charges in e, atoms 1 to 5: C -0.387; C -0.217; C 0.146; F -0.370; C -0.236

Entry 7:
Density functional theory data (the ωB97M-V functional and the def2-TZVPD basis) for one molecule with the formula C5H7F2NO2 at a distorted geometry.

```
17
Properties=species:S:1:pos:R:3
C 0.2453 1.3824 1.4204
C 0.2827 -0.9356 -1.4282
C -0.3405 -1.3074 -0.0092
C -0.9685 0.9992 0.7921
C 0.9187 0.4121 -1.4169
N -1.2893 -0.2826 0.4829
O 0.7144 2.4993 1.3556
O 0.9396 0.3458 2.1225
F 0.3446 1.4112 -2.1366
F 2.2314 0.4963 -1.2234
H 0.8342 -1.8233 -1.7383
H -0.3567 -0.8264 -2.3726
H -0.7458 -2.3538 -0.0686
H 0.5421 -1.4718 0.6850
H -1.7090 1.7891 0.5029
H -2.2840 -0.4563 0.0253
H 0.6409 0.1217 3.0073
```

* ΔE to the lowest compared entry with this formula, charge and spin: 81.6 kcal/mol
* Kohn-Sham gap (spin up / spin down): 7.8821 / 7.8340 eV
* DFT total energy: -599.55652 Eh
* max |F|: 4.04 eV/A
* HOMO level (spin up / spin down): -8.0 / -7.5 eV

natural (NBO) population analysis, charges in e, atoms 1 to 5: C 0.651; C -0.570; C -0.225; C -0.103; C 0.716

Entry 8:
Density functional theory data (the ωB97M-V functional and the def2-TZVPD basis) for an isolated ion of composition C5H7F3N3 and charge +1 at a distorted geometry.

```
18
Properties=species:S:1:pos:R:3
C -0.7787 -0.9399 -0.5723
C -2.2089 0.1491 0.9920
C 2.0289 1.2726 -0.3004
C 1.3710 -1.1415 -1.8519
C -2.6873 0.4793 2.3162
N -1.3944 -0.5399 0.4453
N 0.9041 0.4943 -0.1769
N 0.5236 -0.5329 -0.8060
F -2.4309 1.7259 2.6012
F -3.9647 0.2173 2.2649
F -2.0913 -0.1559 3.3535
H -1.1921 -1.8337 -0.9945
H 2.5856 1.3543 0.5933
H 2.7140 0.9714 -1.0395
H 1.5424 2.2423 -0.3354
H 2.3127 -1.6531 -1.5862
H 0.8528 -1.7817 -2.5596
H 1.9131 -0.3279 -2.3438
```

* ΔE to the lowest compared entry with this formula, charge and spin: 93.2 kcal/mol
* net charge: +1
* Kohn-Sham gap (spin up / spin down): 7.6368 / 7.3131 eV
* DFT total energy: -658.14547 Eh
* max |F|: 4.64 eV/A
* HOMO level (spin up / spin down): -13.4 / -13.2 eV

natural (NBO) population analysis, charges in e, atoms 1 to 5: C 0.064; C 0.342; C -0.483; C -0.492; C 0.900